1.
{
  "formula": "C26H47N3O4PbSi5",
  "method": "ωB97M-V/def2-TZVPD",
  "elements": ["Pb", "O", "C", "C", "C", "C", "C", "C", "C", "O", "N", "N", "C", "C", "C", "C", "C", "C", "N", "H", "H", "H", "H", "H", "H", "H", "H", "H", "H", "O", "C", "O", "H", "C", "Si", "C", "C", "Si", "Si", "C", "C", "C", "Si", "C", "C", "C", "H", "H", "H", "H", "H", "H", "H", "H", "H", "H", "H", "H", "H", "H", "H", "H", "H", "H", "H", "H", "H", "H", "H", "H", "H", "H", "H", "C", "Si", "C", "C", "H", "H", "H", "H", "H", "H", "H", "H", "H"],
  "xyz": [[1.43, 1.61, 0.27], [-2.67, 5.62, 1.27], [-3.22, 4.57, 1.91], [-4.39, 4.71, 2.66], [-5.05, 3.62, 3.23], [-4.53, 2.33, 3.10], [-3.23, 2.19, 2.48], [-2.69, 3.22, 1.77], [-1.36, 3.01, 1.15], [-0.87, 1.84, 1.09], [-0.78, 4.13, 0.73], [0.39, 3.91, 0.13], [1.21, 4.89, -0.06], [2.46, 4.74, -0.67], [3.03, 5.77, -1.45], [4.21, 5.53, -2.17], [4.78, 4.28, -2.02], [4.19, 3.29, -1.21], [3.08, 3.54, -0.54], [-1.62, 5.11, 0.94], [-4.84, 5.66, 2.71], [-5.95, 3.87, 3.81], [-4.97, 1.41, 3.47], [-2.67, 1.24, 2.59], [0.84, 5.89, 0.13], [2.48, 6.70, -1.57], [4.68, 6.39, -2.75], [5.71, 4.02, -2.51], [4.70, 2.32, -1.13], [3.64, -0.21, -0.56], [2.77, -0.64, -1.34], [1.52, -0.34, -1.40], [3.14, -1.35, -2.12], [-2.15, -2.89, 1.87], [-0.91, -3.79, 0.81], [-1.51, -5.63, 0.58], [0.74, -3.92, 1.74], [-0.37, -2.42, -1.09], [-2.36, -1.54, -1.98], [-2.00, -0.66, -3.62], [-3.76, -2.78, -2.21], [-3.06, -0.32, -0.66], [0.49, -3.71, -2.86], [-0.84, -5.04, -3.14], [1.02, -2.90, -4.50], [1.96, -4.56, -2.10], [-2.10, -3.27, 2.90], [-3.17, -3.00, 1.52], [-1.90, -1.82, 1.90], [-1.13, -6.10, -0.31], [-2.60, -5.69, 0.48], [-1.22, -6.18, 1.51], [0.49, -4.07, 2.80], [1.36, -3.05, 1.67], [1.38, -4.76, 1.46], [-1.84, -1.30, -4.46], [-1.17, 0.09, -3.44], [-2.86, -0.07, -3.86], [-4.61, -2.30, -2.67], [-4.12, -3.21, -1.26], [-3.48, -3.60, -2.87], [-2.31, 0.08, 0.01], [-3.86, -0.85, -0.13], [-3.46, 0.54, -1.19], [-0.96, -5.22, -4.22], [-1.82, -4.82, -2.70], [-0.48, -5.95, -2.62], [1.74, -3.53, -4.99], [1.41, -1.91, -4.40], [0.13, -2.88, -5.17], [1.87, -4.75, -1.00], [2.81, -3.88, -2.18], [2.18, -5.46, -2.64], [3.92, -0.23, 2.36], [2.65, 1.10, 2.71], [3.38, 2.75, 3.09], [1.17, 0.74, 3.87], [3.97, -0.96, 3.21], [4.87, 0.30, 2.32], [3.71, -0.78, 1.47], [4.12, 2.58, 3.87], [2.64, 3.49, 3.50], [3.87, 3.20, 2.21], [1.47, 1.04, 4.89], [0.96, -0.35, 4.00], [0.30, 1.33, 3.59]],
  "gap_ev": [4.59, 6.15],
  "homo_ev": [-6.34, -7.34]
}



2.
{
  "formula": "C2H3NO3",
  "method": "ωB97M-V/def2-TZVPD",
  "elements": ["N", "C", "O", "C", "O", "O", "H", "H", "H"],
  "xyz": [[-1.03, 0.87, 0.07], [-0.74, -0.40, -0.13], [-1.49, -1.32, -0.23], [0.98, -0.62, -0.17], [1.66, 0.33, -0.84], [1.54, 0.39, 0.58], [-0.44, 1.38, 0.64], [-2.04, 1.00, 0.32], [1.56, -1.62, -0.23]],
  "gap_ev": 11.00,
  "homo_ev": -10.21,
  "smiles": "NC(=O)C1OO1"
}



Computed values of ΔE to the lowest compared entry with this formula, charge and spin (unit: kcal per mole) for the preceding records, in sequence: 61.9; 114.8.
Computed values of energy (unit: eV) for the preceding records, in sequence: -85020.4739; -9751.1096.
Computed values of max |F| (unit: eV/A) for the preceding records, in sequence: 3.5; 4.2.